1.
Entry from OMol25: 3 unconnected molecules or ions with the total composition C29H58N3O10S2 (ωB97M-V/def2-TZVPD).

Computed properties:
- energy above the lowest of the compared OMol25 structures with the same formula, charge and spin (kcal per mole) = 0.00
- orbital gap (eV) = 9.4
- electronic energy (eV) = -77621.41326
- net charge = +1

Cartesian coordinates (Å):
1 H -2.02 1.18 -0.67
2 H 2.18 0.80 1.99
3 C -4.31 -1.49 -2.16
4 H 7.24 -7.58 -1.90
5 O 6.41 -6.02 -0.82
6 C 1.66 1.63 1.51
7 H -0.12 5.51 -3.35
8 H 3.90 2.28 2.83
9 H -0.77 0.75 1.91
10 H -0.09 2.60 -1.20
11 H 1.25 -3.37 -1.14
12 C 2.70 2.64 1.06
13 C -3.31 -3.35 1.94
14 H -3.71 -4.53 3.58
15 H -0.21 3.69 3.37
16 C -1.82 -0.88 -1.98
17 O 0.01 -1.00 -0.61
18 H 1.84 -1.19 2.17
19 H -4.89 1.80 1.09
20 C -1.41 -0.88 -0.48
21 H 2.58 -3.18 0.02
22 C -3.24 0.37 0.94
23 O -2.48 3.18 0.90
24 H -1.22 -2.93 -0.32
25 C 6.27 -7.09 -1.76
26 O 5.36 -4.05 -0.54
27 H -4.23 -0.23 4.19
28 C 5.76 -6.37 -3.00
29 H 1.01 6.30 -2.22
30 H -1.08 -0.24 -2.47
31 H 6.57 -6.00 -3.63
32 H -1.63 -1.90 -2.34
33 H 2.84 4.84 -2.87
34 H -5.17 0.52 -0.08
35 H 3.39 2.19 0.34
36 H -4.51 -1.61 -1.09
37 C -3.21 0.59 2.46
38 H -1.22 -3.20 1.92
39 H 5.06 -6.95 -3.59
40 C 0.68 1.04 0.47
41 H -4.10 -0.16 -4.44
42 H -4.16 -2.98 3.78
43 C -3.11 -0.32 -4.00
44 O 2.57 3.85 3.09
45 H 3.01 3.36 5.06
46 C -4.41 1.18 0.33
47 C 0.88 -1.26 1.65
48 H -2.32 0.16 2.93
49 H -2.01 3.50 3.47
50 C 2.44 -1.54 -1.40
51 H 2.93 -3.63 -1.62
52 H 1.11 2.11 2.32
53 C 1.90 6.09 -5.21
54 H -3.24 -4.32 1.44
55 C 0.92 5.82 -3.19
56 C 2.27 -3.01 -1.02
57 H -1.99 -1.69 2.27
58 C -4.45 0.03 3.16
59 H -3.48 0.50 -2.10
60 N -0.77 1.22 1.00
61 H 2.21 3.50 0.61
62 H 4.16 4.48 4.28
63 H -3.51 -0.68 0.83
64 C 3.11 4.20 4.36
65 C 1.91 4.69 -3.43
66 O 2.18 4.82 -4.82
67 S -1.16 3.00 1.37
68 H -2.87 -2.46 -0.35
69 H -4.19 -2.86 1.49
70 H 2.95 -0.69 0.38
71 H 5.55 -7.81 -1.37
72 H 1.81 -1.28 -2.24
73 C 0.92 -0.49 0.32
74 C -3.21 -0.48 -2.48
75 H 4.31 3.76 1.96
76 S 0.87 1.67 -1.25
77 H 0.70 -2.31 1.43
78 H -4.08 1.87 -0.44
79 O 2.17 6.55 -6.27
80 C -2.04 -2.56 1.62
81 H -3.19 1.66 2.67
82 H -5.25 -1.19 -2.63
83 H 0.11 -0.95 2.35
84 H -4.04 -2.47 -2.55
85 C -1.07 3.06 3.14
86 H -0.95 2.08 3.59
87 N -3.45 -3.57 3.37
88 N 2.22 -0.57 -0.32
89 H 1.51 3.70 -3.22
90 O 5.08 -5.25 -2.42
91 O 1.27 6.75 -4.21
92 H 3.47 -1.38 -1.72
93 C -1.92 -2.23 0.13
94 H -2.49 0.53 -4.27
95 H -5.26 0.76 3.17
96 H 2.55 5.05 4.73
97 C -1.88 0.50 0.16
98 H -2.69 -1.22 -4.46
99 O -0.09 3.76 0.83
100 C 3.48 3.12 2.27
101 C 5.60 -5.01 -1.20
102 H -4.83 -0.85 2.64

Results of the Mulliken charge analysis, in e, for atoms 1 through 2: 0.81, 0.83

---

2.
Entry from OMol25: a molecular structure, C18H43BO18Si2 (ωB97M-V/def2-TZVPD).

Computed properties:
- orbital gap (eV) = 10.5
- electronic energy (eV) = -72655.29807

Cartesian coordinates (Å):
1 H -7.81 -0.85 7.34
2 O 10.33 -3.07 -0.35
3 H 3.23 -3.83 -2.37
4 H 1.85 3.98 -3.11
5 C -10.99 -6.97 6.05
6 C 1.50 3.00 -2.78
7 H -10.28 -2.54 2.92
8 H 5.25 3.39 -5.73
9 H -7.83 1.52 2.11
10 H -10.88 -2.36 4.58
11 O 8.47 -3.51 -1.35
12 O -10.98 -6.18 4.86
13 H 0.43 2.96 -3.00
14 H -6.44 0.41 1.90
15 H -3.16 0.55 -0.54
16 H 6.42 -1.48 -2.67
17 H -1.93 3.12 4.44
18 H 2.02 2.25 -3.37
19 H 3.00 1.25 0.58
20 H 5.05 -3.15 -4.81
21 O -6.73 1.13 3.84
22 H -11.67 -6.55 6.79
23 B 4.62 -2.63 -2.99
24 H 6.50 8.00 -5.22
25 C 11.75 -3.22 -0.24
26 C 1.76 2.84 -1.26
27 H -9.19 -2.83 4.29
28 C -2.75 1.53 -0.73
29 C -10.21 -2.92 3.93
30 O 4.65 7.10 -4.94
31 O -2.01 2.58 2.50
32 C -8.04 -0.95 6.29
33 H 5.30 -0.71 -3.80
34 H 5.24 8.48 -6.38
35 O -3.95 1.89 1.60
36 O 10.37 -4.42 -2.15
37 H -3.11 1.82 4.10
38 H 12.04 -2.63 0.62
39 H 3.98 3.86 -6.89
40 H 12.24 -2.86 -1.14
41 H -11.33 -7.96 5.75
42 H 12.00 -4.27 -0.08
43 O -7.31 0.09 5.63
44 C 5.36 -1.25 -2.85
45 H 8.09 -3.83 -3.37
46 O -10.61 -4.30 3.87
47 H -9.99 -7.03 6.48
48 H -3.49 3.49 3.65
49 O -2.04 2.01 0.42
50 C 5.44 8.22 -5.34
51 C 4.23 3.77 -5.83
52 O 3.35 0.50 -1.83
53 O 4.09 5.03 -5.17
54 C -7.47 0.14 4.31
55 H 2.49 3.57 -0.90
56 H 0.84 3.04 -0.71
57 H -2.01 1.48 -1.52
58 C -2.69 2.76 3.75
59 H -9.11 -0.83 6.13
60 H 6.70 -3.90 -2.27
61 H 5.15 9.03 -4.69
62 O -10.26 -4.44 6.09
63 H 4.59 -1.08 -0.24
64 O 5.67 5.87 -6.54
65 H 7.85 -5.25 -2.32
66 O 3.57 -2.95 -2.18
67 Si 2.30 1.15 -0.73
68 H -6.15 2.14 2.19
69 Si 4.79 -0.21 -1.42
70 C -10.58 -4.92 5.04
71 H 5.77 0.85 -1.11
72 O 5.01 -3.59 -3.95
73 H -3.55 2.22 -1.00
74 C 7.74 -4.17 -2.39
75 C 9.78 -3.73 -1.36
76 C -6.80 1.30 2.41
77 H 1.14 0.25 -0.54
78 H -7.73 -1.93 5.93
79 C 4.88 5.99 -5.64
80 C -2.78 2.14 1.52
81 H 3.53 3.10 -5.34
82 O -8.17 -0.60 3.66

Results of the Mulliken charge analysis, in e, for atoms 1 through 2: 0.25, -0.32